Entry 1:
This record from the Open Molecules 2025 dataset describes a structure of composition C27H52ErP2Si in a non-equilibrium geometry. The level of theory is ωB97M-V/def2-TZVPD.

Values from the calculation:
- Strongest force on any atom: 5.54 eV Å⁻¹
- HOMO (spin up / spin down): -0.37951 / -0.37972 Ha
- DFT total energy: -3046.93235 hartree
- 2S+1: 4
- Net charge: +1
- LUMO (spin up / spin down): -0.1110 / -0.1078 hartree
- Expectation value of S²: 3.753

CARTESIAN COORDINATES (ANGSTROEM)
Er (0.976, -0.450, 0.403)
C (-0.518, -1.339, 2.214)
C (-0.156, -2.456, 1.376)
C (1.608, -2.044, 2.832)
C (0.572, -1.129, 3.126)
C (1.198, -2.826, 1.713)
C (-1.865, -0.728, 2.379)
H (-2.540, -0.953, 1.540)
H (-1.809, 0.369, 2.469)
H (-2.340, -1.101, 3.306)
C (0.464, -0.294, 4.340)
H (-0.344, -0.662, 4.993)
H (0.228, 0.750, 4.100)
H (1.383, -0.298, 4.938)
C (2.804, -2.265, 3.682)
H (2.527, -2.350, 4.741)
H (3.517, -1.434, 3.594)
H (3.322, -3.191, 3.418)
C (1.868, -4.081, 1.286)
H (2.904, -4.131, 1.646)
H (1.875, -4.176, 0.193)
H (1.344, -4.962, 1.692)
C (-1.047, -3.157, 0.410)
H (-1.125, -4.226, 0.669)
H (-0.701, -3.113, -0.640)
H (-2.053, -2.718, 0.448)
C (-4.902, 2.998, -1.421)
C (-5.479, 2.650, -2.577)
C (-5.072, 1.711, -3.668)
C (-3.571, 1.363, -3.584)
C (-3.281, 0.192, -2.674)
C (-3.726, 0.031, -1.394)
C (-3.578, 1.087, -0.332)
C (-3.587, 2.567, -0.809)
H (-5.276, 2.213, -4.633)
H (-2.967, 2.260, -3.364)
H (-5.660, 0.755, -3.694)
H (-2.701, 2.836, -1.419)
H (-5.478, 3.700, -0.790)
H (-6.475, 3.075, -2.770)
H (-3.498, 3.163, 0.121)
H (-4.356, 0.951, 0.435)
H (-3.965, -1.006, -1.051)
H (-2.629, 0.911, 0.195)
H (-3.281, 1.055, -4.614)
H (-2.699, -0.610, -3.151)
P (-0.122, 0.374, -1.866)
C (-0.074, 2.221, -2.173)
C (-0.210, 0.161, -3.758)
P (1.788, -1.957, -1.423)
C (1.682, -0.081, -1.832)
C (1.144, -3.000, -2.805)
C (3.595, -2.020, -1.392)
H (-0.164, 2.821, -1.261)
H (-0.904, 2.461, -2.851)
H (0.872, 2.433, -2.689)
H (0.612, 0.779, -4.166)
H (-1.154, 0.553, -4.174)
H (-0.052, -0.869, -4.088)
H (4.012, -3.045, -1.411)
H (3.948, -1.558, -0.462)
H (3.975, -1.433, -2.246)
H (2.229, 0.574, -1.087)
H (2.241, 0.078, -2.754)
H (1.143, -4.055, -2.497)
H (1.755, -2.897, -3.710)
H (0.110, -2.746, -3.051)
C (3.674, 3.314, 1.390)
Si (2.717, 1.768, 1.891)
C (3.000, 1.780, 3.757)
C (0.934, 2.161, 1.403)
C (3.207, 0.168, 1.056)
H (3.964, 3.872, 2.288)
H (3.059, 3.988, 0.781)
H (4.582, 3.062, 0.833)
H (3.796, 2.510, 3.975)
H (2.119, 2.096, 4.331)
H (3.330, 0.804, 4.134)
H (0.846, 2.634, 0.407)
H (0.168, 1.333, 1.521)
H (0.567, 2.913, 2.121)
H (3.669, -0.548, 1.760)
H (4.033, 0.416, 0.369)

And the Mulliken charges, in e, turn out to be:
1. Er -0.84
2. C 0.78
3. C 0.15
4. C 0.00
5. C 1.38
6. C 1.03
7. C -1.43
8. H 0.31
9. H 0.19
10. H 0.34
11. C -1.95
12. H 0.35
13. H 0.18
14. H 0.49
15. C -1.41
16. H 0.37
17. H 0.15
18. H 0.42
19. C -1.24
20. H 0.39
21. H 0.05
22. H 0.39
23. C -1.27
24. H 0.39
25. H -0.01
26. H 0.35
27. C -0.47
28. C -0.52
29. C -0.78
30. C -0.80
31. C -0.55
32. C -0.58
33. C 0.81
34. C -0.58
35. H 0.46
36. H 0.19
37. H 0.35
38. H -0.05
39. H 0.29
40. H 0.34
41. H 0.54
42. H 0.64
43. H 0.39
44. H -0.87
45. H 0.49
46. H 0.85
47. P 1.29
48. C -1.69
49. C -1.39
50. P 1.09
51. C -1.39
52. C -1.31
53. C -1.19
54. H 0.24
55. H 0.48
56. H 0.57
57. H 0.53
58. H 0.29
59. H 0.31
60. H 0.41
61. H 0.20
62. H 0.46
63. H 0.38
64. H 0.90
65. H 0.37
66. H 0.43
67. H 0.32
68. C -1.28
69. Si 0.32
70. C -1.09
71. C -0.22
72. C -1.45
73. H 0.34
74. H 0.33
75. H 0.32
76. H 0.43
77. H 0.35
78. H 0.23
79. H 0.02
80. H -0.12
81. H 0.55
82. H 0.53
83. H 0.73

Entry 2:
This record from the Open Molecules 2025 dataset describes a structure of composition C27H52GaOP2Si in a non-equilibrium geometry. The level of theory is ωB97M-V/def2-TZVPD.

Values from the calculation:
- Strongest force on any atom: 5.88 eV Å⁻¹
- HOMO (spin up / spin down): -0.33180 / -0.33016 Ha
- DFT total energy: -4031.82196 hartree
- 2S+1: 1
- Net charge: +1
- LUMO (spin up / spin down): -0.2384 / -0.2402 hartree
- Energy relative to the best compared isomer or geometry (same formula, charge and spin): 0.0000 eV

CARTESIAN COORDINATES (ANGSTROEM)
Ga (-1.210, 0.064, -2.223)
C (0.986, 1.270, 3.632)
C (0.358, 0.015, 3.833)
C (2.561, -0.373, 3.308)
C (2.358, 1.035, 3.344)
C (1.330, -1.001, 3.624)
C (0.366, 2.600, 3.777)
H (-0.728, 2.539, 3.743)
H (0.692, 3.280, 2.979)
H (0.641, 3.073, 4.733)
C (3.384, 2.075, 3.151)
H (3.096, 2.995, 3.672)
H (3.531, 2.321, 2.092)
H (4.350, 1.742, 3.551)
C (3.832, -1.072, 3.026)
H (4.689, -0.493, 3.389)
H (3.982, -1.247, 1.950)
H (3.843, -2.051, 3.519)
C (1.128, -2.458, 3.763)
H (1.740, -2.869, 4.580)
H (1.408, -2.994, 2.844)
H (0.081, -2.688, 3.982)
C (-1.035, -0.190, 4.282)
H (-1.125, -0.079, 5.375)
H (-1.386, -1.198, 4.025)
H (-1.712, 0.541, 3.822)
C (-2.536, 1.263, -2.993)
C (-2.950, 2.224, -1.842)
C (-4.172, 1.777, -1.018)
C (-3.973, 0.402, -0.338)
C (-2.678, -0.339, -0.671)
C (-2.721, -1.241, -1.755)
C (-3.724, -1.046, -2.900)
C (-3.686, 0.381, -3.515)
H (-5.069, 1.737, -1.654)
H (-4.817, -0.255, -0.614)
H (-4.401, 2.528, -0.250)
H (-4.671, 0.859, -3.393)
H (-2.167, 1.911, -3.800)
H (-3.157, 3.225, -2.234)
H (-3.517, 0.256, -4.592)
H (-3.457, -1.788, -3.676)
H (-2.437, -2.280, -1.576)
H (-4.749, -1.266, -2.575)
H (-4.037, 0.533, 0.746)
H (-2.044, -0.554, 0.190)
P (-1.441, 2.422, -0.844)
P (0.493, -2.923, -0.621)
C (-0.104, -1.480, -3.188)
C (0.195, -2.801, -2.494)
H (0.821, -0.971, -3.500)
H (-0.769, -1.658, -4.044)
H (-0.702, -3.407, -2.610)
H (1.007, -3.337, -3.015)
C (1.789, -4.208, -0.547)
H (1.910, -4.525, 0.501)
H (2.741, -3.826, -0.934)
H (1.426, -5.048, -1.155)
C (-0.893, -4.099, -0.289)
H (-1.004, -4.721, -1.189)
H (-1.831, -3.568, -0.097)
H (-0.658, -4.765, 0.556)
C (-0.449, 3.650, -1.686)
H (-0.342, 4.500, -1.013)
H (-0.931, 3.991, -2.606)
H (0.545, 3.254, -1.920)
C (-1.656, 2.829, 0.903)
H (-0.768, 3.414, 1.220)
H (-1.707, 1.920, 1.513)
H (-2.571, 3.430, 1.044)
C (2.384, 1.851, -2.884)
Si (2.039, 0.560, -1.555)
C (2.951, -1.048, -1.986)
C (3.246, 1.069, -0.197)
O (0.448, 0.509, -1.208)
H (3.353, 1.615, -3.342)
H (2.480, 2.848, -2.433)
H (1.632, 1.894, -3.679)
H (3.898, -0.727, -2.445)
H (3.230, -1.599, -1.078)
H (2.468, -1.740, -2.679)
H (3.193, 2.145, -0.001)
H (3.115, 0.523, 0.746)
H (4.266, 0.862, -0.557)

And the Mulliken charges, in e, turn out to be:
1. Ga -0.97
2. C 0.45
3. C 0.14
4. C 0.35
5. C 1.18
6. C 1.11
7. C -1.85
8. H 0.40
9. H 0.43
10. H 0.44
11. C -1.07
12. H 0.44
13. H 0.11
14. H 0.42
15. C -1.40
16. H 0.34
17. H 0.17
18. H 0.42
19. C -1.29
20. H 0.41
21. H 0.19
22. H 0.39
23. C -1.80
24. H 0.34
25. H 0.43
26. H 0.35
27. C -0.09
28. C -0.49
29. C -1.26
30. C -0.84
31. C -1.21
32. C 0.89
33. C -1.16
34. C -1.00
35. H 0.44
36. H 0.43
37. H 0.44
38. H 0.24
39. H 0.82
40. H 0.67
41. H 0.38
42. H 0.33
43. H 0.57
44. H 0.48
45. H 0.30
46. H 0.74
47. P 1.07
48. P 1.25
49. C -1.31
50. C -1.73
51. H 0.55
52. H 0.58
53. H 0.68
54. H 0.74
55. C -1.51
56. H 0.37
57. H 0.41
58. H 0.42
59. C -1.57
60. H 0.45
61. H 0.31
62. H 0.47
63. C -1.13
64. H 0.48
65. H 0.36
66. H -0.04
67. C -1.18
68. H 0.31
69. H 0.07
70. H 0.49
71. C -1.30
72. Si 0.73
73. C -1.25
74. C -0.95
75. O -0.16
76. H 0.46
77. H 0.33
78. H 0.31
79. H 0.54
80. H -0.11
81. H 0.58
82. H 0.34
83. H -0.21
84. H 0.37